1.
Entry from the Open Molecules 2025 dataset: an isolated ion of composition C3H10NS2 and charge +1 (the ωB97M-V functional and the def2-TZVPD basis).

- structure (SMILES) = C[C@@H]([NH3+])CSS
- charge = +1
- HOMO (eV) = -12.77
- orbital gap (eV) = 9.264
- LUMO level (eV) = -3.50
- energy above the lowest of the compared OMol25 structures with the same formula, charge and spin (kcal per mole) = 16.57

Cartesian coordinates (Å):
C -0.57721 -0.47697 1.89348
C 0.03424 -0.56094 0.44558
N -0.97336 -0.54980 -0.66395
C 1.05378 0.63684 0.24473
S 1.99791 1.00989 -1.27071
S 0.58379 1.57516 -2.67239
H -0.93408 -1.45491 2.20500
H 0.17527 -0.05034 2.55484
H -1.38917 0.26940 1.88618
H 0.48419 -1.55471 0.42620
H -1.51476 -1.42305 -0.78460
H -1.72100 0.10132 -0.42888
H -0.42637 -0.41723 -1.54622
H 0.54424 1.55469 0.52599
H 1.86425 0.50983 0.98513
H 0.79829 0.83081 -3.80040

***

2.
Entry from the Open Molecules 2025 dataset: an isolated ion of composition C3H10NS2 and charge +1 (the ωB97M-V functional and the def2-TZVPD basis).

- structure (SMILES) = C[C@H]([NH3+])CSS
- charge = +1
- HOMO (eV) = -13.27
- orbital gap (eV) = 9.927
- LUMO level (eV) = -3.34
- energy above the lowest of the compared OMol25 structures with the same formula, charge and spin (kcal per mole) = 7.97

Cartesian coordinates (Å):
C 1.74407 0.60479 -0.34177
C 0.43999 -0.16692 -0.22898
N -0.47379 0.27795 -1.40997
C -0.26333 0.23638 1.09961
S -2.08283 0.12016 1.07687
S -2.29319 -1.94078 0.87531
H 2.19319 0.59632 0.65720
H 1.60526 1.65376 -0.59135
H 2.47940 0.19492 -1.02088
H 0.43894 -1.23951 -0.41430
H -1.42595 0.24098 -1.03810
H -0.23212 -0.35126 -2.17068
H -0.44770 1.23164 -1.77470
H 0.01009 1.25723 1.37044
H 0.12338 -0.47872 1.81701
H -1.81543 -2.23695 2.09429

***

3.
Entry from the Open Molecules 2025 dataset: an isolated ion of composition C3H10NS3 and charge +1 (the ωB97M-V functional and the def2-TZVPD basis).

- charge = +1
- HOMO (eV) = -13.94
- orbital gap (eV) = 8.571
- LUMO level (eV) = -5.37
- energy above the lowest of the compared OMol25 structures with the same formula, charge and spin (kcal per mole) = 67.26

Cartesian coordinates (Å):
C -2.64406 -0.15323 0.25421
C -1.32791 -0.72106 -0.39436
C -0.32797 0.32268 -0.96544
N 1.05763 -0.16712 -0.77937
S 1.63484 -1.90751 -1.11026
S 3.58601 0.04348 0.30538
S 2.34155 0.86678 -1.20255
H -3.19201 -0.85329 0.81030
H -2.30354 0.55755 1.09217
H -3.23609 0.30876 -0.42158
H -1.75845 -1.16672 -1.26668
H -0.78435 -1.37992 0.26018
H -0.64401 0.47844 -1.96068
H -0.49322 1.17022 -0.21091
H 1.63574 -2.37132 0.26546
H 4.04382 -0.40645 -0.87544
H 2.10912 2.20110 -0.83042

***

4.
Entry from the Open Molecules 2025 dataset: an isolated ion of composition C3H10NS3 and charge +1 (the ωB97M-V functional and the def2-TZVPD basis).

- charge = +1
- HOMO (eV) = -13.10
- orbital gap (eV) = 9.257
- LUMO level (eV) = -3.84
- energy above the lowest of the compared OMol25 structures with the same formula, charge and spin (kcal per mole) = 41.58

Cartesian coordinates (Å):
C 0.45304 1.57900 1.15868
C 1.13764 -0.58996 -1.42840
C -0.54569 0.75483 0.40486
N -0.47512 -0.66899 0.60911
S -0.12552 0.82982 -1.54381
S 0.70195 -1.56376 1.47431
S -2.09864 -1.41232 0.40635
H 0.63689 2.37396 0.51613
H 1.38093 0.90289 1.12198
H 0.17591 1.94794 2.10353
H 0.69643 -1.45710 -1.16816
H 1.55973 -0.53496 -2.43510
H 1.76726 -0.29865 -0.63053
H -1.60811 1.19129 0.33950
H -1.19222 0.06767 -1.82772
H 0.46573 -1.25572 2.73101
H -2.82043 -0.36872 0.54802

***

5.
Entry from the Open Molecules 2025 dataset: a 2-piece molecular cluster, C3H10O2 overall (the ωB97M-V functional and the def2-TZVPD basis).

- ⟨S²⟩ = 0.755
- charge = +1
- multiplicity = 2
- HOMO (alpha / beta) (eV) = -14.51 / -14.50
- orbital gap (alpha / beta) (eV) = 10.326 / 3.947
- LUMO level (alpha / beta) (eV) = -4.18 / -10.56
- energy above the lowest of the compared OMol25 structures with the same formula, charge and spin (kcal per mole) = 35.24

Cartesian coordinates (Å):
C 0.35880 -0.04081 1.22418
O -0.99392 0.31124 1.70165
C 0.91655 1.07906 0.43835
C 1.86222 0.35474 -0.69845
H 1.02948 -0.42194 2.01497
H 0.10446 -0.94818 0.60638
H -1.42999 -0.52909 1.83567
H 0.18824 1.68998 -0.00168
H 1.54935 1.97291 0.95420
H 1.23863 -0.27023 -1.34501
H 2.34562 1.10731 -1.41317
H 2.56724 -0.29889 -0.19136
H -2.87655 -1.27721 -0.95197
H -3.31027 -1.37185 -2.57030
O -3.54985 -1.35704 -1.60346

***

6.
Entry from the Open Molecules 2025 dataset: a 2-piece molecular cluster, C3H10O2S2 overall (the ωB97M-V functional and the def2-TZVPD basis).

- structure (SMILES) = OCCCSS.O
- charge = 0
- HOMO (eV) = -7.94
- orbital gap (eV) = 8.563
- LUMO level (eV) = 0.63
- energy above the lowest of the compared OMol25 structures with the same formula, charge and spin (kcal per mole) = 9.63

Cartesian coordinates (Å):
O 1.57518 1.10176 -0.20029
C 0.30257 1.74150 -0.04544
C -0.39677 1.10268 1.17565
C -1.05758 -0.20300 0.81716
S 0.12015 -1.61007 1.11919
S -1.23050 -3.12452 0.52331
H 2.00493 1.55150 -0.95698
H 0.43733 2.80279 0.13802
H -0.35246 1.59764 -0.90378
H 0.32951 0.96077 1.97549
H -1.09769 1.84490 1.55329
H -1.95251 -0.49739 1.35945
H -1.19120 -0.35646 -0.25476
H -0.37360 -4.03405 0.06832
O 0.60322 -0.95623 -2.08642
H 1.21058 -0.52423 -1.48744
H 1.06883 -1.39760 -2.79478

***

7.
Entry from the Open Molecules 2025 dataset: one molecule with the formula C3H10O2SSi (the ωB97M-V functional and the def2-TZVPD basis).

- structure (SMILES) = C[Si](O)(O)CCS
- charge = 0
- HOMO (eV) = -8.89
- orbital gap (eV) = 9.418
- LUMO level (eV) = 0.53
- energy above the lowest of the compared OMol25 structures with the same formula, charge and spin (kcal per mole) = 0.00

Cartesian coordinates (Å):
C 0.50957 2.15101 0.04335
Si -0.01622 0.64150 1.02595
O -1.19654 1.08885 2.13265
O 1.29965 0.06896 1.74630
C -0.73498 -0.77170 -0.05655
C -0.02178 -1.31208 -1.28160
S -0.79387 -2.92952 -1.83687
H -0.12293 3.02132 0.06300
H 1.38592 2.68047 0.46058
H 0.66199 1.92377 -1.00243
H -0.90688 1.88914 2.60991
H 1.52696 -0.65973 2.22261
H -1.70375 -0.47873 -0.49103
H -0.95497 -1.71319 0.60597
H 1.02143 -1.70540 -1.09654
H 0.07286 -0.71873 -2.11958
H -0.02648 -3.17592 -3.02572

***

8.
Entry from the Open Molecules 2025 dataset: a 3-piece molecular cluster, C3H10O3 overall (the ωB97M-V functional and the def2-TZVPD basis).

- structure (SMILES) = CCC=O.O.O
- charge = 0
- HOMO (eV) = -10.61
- orbital gap (eV) = 11.174
- LUMO level (eV) = 0.56
- energy above the lowest of the compared OMol25 structures with the same formula, charge and spin (kcal per mole) = 0.00

Cartesian coordinates (Å):
C 0.79153 1.47098 -1.02465
C 1.62906 0.29772 -0.51087
C 1.24503 -0.04883 0.89505
O 0.36484 -0.83224 1.17494
H 0.81614 2.31192 -0.33652
H 1.16996 1.81554 -1.98421
H -0.24815 1.18109 -1.15376
H 2.68814 0.54337 -0.54857
H 1.45870 -0.58316 -1.12745
H 1.78696 0.45187 1.71756
O -1.18996 -1.60394 -1.07247
H -0.65213 -1.58371 -0.26310
H -1.53203 -2.50252 -1.12081
O -2.26080 0.82448 0.89078
H -1.44206 0.43048 1.23878
H -2.50350 0.20044 0.19054

***

9.
Entry from the Open Molecules 2025 dataset: a 3-piece molecular cluster, C3H10O3 overall (the ωB97M-V functional and the def2-TZVPD basis).

- structure (SMILES) = C/C=C/O.O.O
- charge = 0
- HOMO (eV) = -8.82
- orbital gap (eV) = 9.438
- LUMO level (eV) = 0.62
- energy above the lowest of the compared OMol25 structures with the same formula, charge and spin (kcal per mole) = 45.33

Cartesian coordinates (Å):
C -1.87323 -1.23684 0.05188
C -0.46607 -0.75482 -0.32717
C -0.12461 0.49803 -0.60228
O 1.28384 1.00004 -0.40077
H -1.96424 -2.26688 -0.36752
H -1.94163 -1.26384 1.17792
H -2.50918 -0.33008 -0.32142
H 0.32013 -1.43796 0.13312
H -0.74609 1.40348 -1.09732
H 1.47809 1.36996 -1.29008
O -1.07905 -0.50821 3.61398
H -1.10307 -0.65976 4.53880
H -0.37720 0.20107 3.64038
O 2.85828 1.54759 -2.59979
H 2.79654 1.65763 -3.55262
H 3.44749 0.78062 -2.59712

***

10.
Entry from the Open Molecules 2025 dataset: a 3-piece molecular cluster, C3H10O3S overall (the ωB97M-V functional and the def2-TZVPD basis).

- structure (SMILES) = O=CCCS.O.O
- charge = 0
- HOMO (eV) = -9.43
- orbital gap (eV) = 10.000
- LUMO level (eV) = 0.57
- energy above the lowest of the compared OMol25 structures with the same formula, charge and spin (kcal per mole) = 9.91

Cartesian coordinates (Å):
O -1.65419 -2.11481 -0.40240
C -1.60751 -1.06381 0.17476
C -0.75834 0.10488 -0.26959
C 0.00666 -0.23804 -1.54524
S 1.58537 0.70301 -1.55308
H -2.20030 -0.92940 1.09707
H -1.46397 0.91739 -0.45853
H -0.05088 0.28274 0.54052
H -0.52417 -0.00176 -2.45898
H 0.21366 -1.30889 -1.55688
H 2.06997 0.10198 -2.64571
O 0.95624 -1.68572 2.86518
H 1.34568 -1.83711 3.73114
H 1.09844 -2.50317 2.39103
O 0.06870 3.43970 -0.09400
H 0.39314 3.36234 0.80572
H 0.52150 2.77068 -0.62099

***

11.
Entry from the Open Molecules 2025 dataset: a 3-piece molecular cluster, C3H10O4 overall (the ωB97M-V functional and the def2-TZVPD basis).

- structure (SMILES) = CCC(=O)O.O.O
- charge = 0
- HOMO (eV) = -10.71
- orbital gap (eV) = 10.862
- LUMO level (eV) = 0.15
- energy above the lowest of the compared OMol25 structures with the same formula, charge and spin (kcal per mole) = 34.04

Cartesian coordinates (Å):
C -0.80744 -0.41072 -2.78820
C -1.19697 1.00330 -2.05915
C -0.38791 1.01930 -0.70726
O 0.83379 0.82134 -0.77061
O -0.85902 1.56966 0.45705
H 0.28875 -0.44479 -3.07347
H -0.81303 -1.16655 -1.97960
H -1.36949 -0.63595 -3.68556
H -2.41245 1.14157 -1.95308
H -0.79346 1.94444 -2.46487
H -0.10953 1.49760 1.16477
O 0.78448 -0.14393 7.06361
H -0.09956 0.10085 6.76620
H 1.25528 -0.33777 6.16221
O 2.08204 -2.01190 -1.08882
H 1.36208 -1.43550 -0.77180
H 2.24243 -2.51095 -0.27141

***

12.
Entry from the Open Molecules 2025 dataset: a 2-piece molecular cluster, C3H10OP2 overall (the ωB97M-V functional and the def2-TZVPD basis).

- structure (SMILES) = O=P1(P)CC1.C
- charge = 0
- HOMO (eV) = -9.46
- orbital gap (eV) = 10.142
- LUMO level (eV) = 0.68
- energy above the lowest of the compared OMol25 structures with the same formula, charge and spin (kcal per mole) = 40.43

Cartesian coordinates (Å):
O 2.05491 -0.46925 -1.91708
P 1.68398 -0.03885 -0.60956
P 2.28211 -1.47467 0.93141
C 1.81210 1.62561 0.14228
C 0.37454 1.03665 -0.01236
H 1.55387 -0.73071 1.78712
H 3.54255 -0.77964 1.03882
H 1.83348 2.53068 -0.38465
H 2.20049 1.73651 1.11064
H -0.08130 1.56993 -0.78573
H -0.10995 0.66494 0.88933
C -3.39120 -1.09702 -0.45763
H -3.05776 -1.79943 0.38984
H -3.69094 -0.21007 0.08909
H -2.63023 -1.00498 -1.35224
H -4.37664 -1.55972 -0.85928

***

13.
Entry from the Open Molecules 2025 dataset: C3H10OP2 as an isolated structure (the ωB97M-V functional and the def2-TZVPD basis).

- charge = 0
- HOMO (alpha / beta) (eV) = -7.98 / -7.23
- orbital gap (alpha / beta) (eV) = 7.660 / 7.438
- LUMO level (alpha / beta) (eV) = -0.32 / 0.21
- energy above the lowest of the compared OMol25 structures with the same formula, charge and spin (kcal per mole) = 125.60

Cartesian coordinates (Å):
C 1.61763 1.13849 0.07994
C -3.03565 -0.37770 0.61200
C 2.70203 -0.93408 -0.06848
O 1.75531 -0.14898 -0.50450
P -0.38112 -0.72765 -0.72296
P -2.09965 0.54528 -0.75915
H 0.64531 1.44868 -0.32339
H 2.33331 1.86414 -0.32640
H 1.68164 1.24645 1.25788
H -4.01299 0.04898 0.67883
H -3.10409 -1.47541 0.22943
H -2.35303 -0.40292 1.52191
H 2.80876 -1.15967 1.01745
H 2.81355 -1.87552 -0.71608
H 0.20149 -0.68671 -1.98307
H -1.57250 1.49662 0.00659

***

14.
Entry from the Open Molecules 2025 dataset: a 2-piece molecular cluster, C3H10OS overall (the ωB97M-V functional and the def2-TZVPD basis).

- structure (SMILES) = CCSC.O
- charge = 0
- HOMO (eV) = -8.92
- orbital gap (eV) = 9.895
- LUMO level (eV) = 0.97
- energy above the lowest of the compared OMol25 structures with the same formula, charge and spin (kcal per mole) = 7.43

Cartesian coordinates (Å):
C -1.61023 -1.04314 -0.89753
C -0.48666 -1.21179 0.11399
S 0.65542 0.25404 0.07845
C 1.10961 0.39598 1.85367
H -1.28056 -1.15214 -1.94445
H -1.98867 -0.01725 -0.75285
H -2.43509 -1.75172 -0.71283
H 0.08095 -2.14674 -0.05673
H -0.99143 -1.29891 1.09534
H 1.52659 -0.58361 2.14198
H 0.24342 0.61389 2.50084
H 1.87816 1.16893 2.02246
O 1.44695 2.26018 -2.01462
H 0.86811 3.02738 -1.80341
H 0.98343 1.48489 -1.62431

***

15.
Entry from the Open Molecules 2025 dataset: a 2-piece molecular cluster, C3H10OS2 overall (the ωB97M-V functional and the def2-TZVPD basis).

- structure (SMILES) = CCO.CSS
- charge = 0
- HOMO (eV) = -8.65
- orbital gap (eV) = 8.942
- LUMO level (eV) = 0.29
- energy above the lowest of the compared OMol25 structures with the same formula, charge and spin (kcal per mole) = 34.79

Cartesian coordinates (Å):
C -2.10705 0.00849 -0.92717
C -0.93986 0.30981 -1.82467
O 0.33116 -0.11368 -1.37862
H -1.72382 0.14886 0.09224
H -2.99268 0.60889 -1.13305
H -2.39675 -1.02580 -1.00575
H -0.89763 1.38588 -2.07171
H -1.13228 -0.25055 -2.78135
H 0.25482 -1.02662 -1.08245
C 1.91876 -0.82211 2.23949
S 1.23410 0.76593 2.68589
S 1.44526 1.89771 0.96054
H 1.55708 -1.27582 1.23217
H 1.70076 -1.58326 2.98390
H 3.04153 -0.80006 2.26157
H 0.70660 1.77232 -0.25105

***

In the order shown, the computed electronic energy values come out to -971.16814, -971.18184, -1369.21026, -1369.25119, -270.33958, -1067.13101, -958.54613, -346.01446, -345.94222, -744.18615, -421.23080, -878.17199, -878.03627, -593.70528, -991.85618 hartree.